A molecular structure, C41H55Cl3I2N8OPRe, computed with ωB97M-V/def2-TZVPD.

Geometry as XYZ:
```
112
Properties=species:S:1:pos:R:3:forces:R:3:mulliken_spin:R:1
Re -0.286 -0.539 0.302 0.2 -0.4 -0.3 0.712
I -3.879 -1.062 7.177 0.0 0.0 0.1 0.000
C -2.625 -1.010 5.522 0.1 0.0 0.0 -0.002
C -1.374 -1.608 5.581 0.0 0.0 -0.1 0.002
C -0.559 -1.588 4.459 0.1 -0.2 0.1 -0.014
I 1.285 -2.550 4.544 0.0 0.0 0.0 0.002
C -0.957 -0.963 3.275 0.3 0.0 -0.1 0.027
O -0.139 -0.955 2.212 -0.1 -0.2 0.4 0.060
C -2.214 -0.363 3.239 -0.3 0.1 0.0 -0.014
C -2.692 0.306 1.984 -0.1 0.0 0.0 0.042
N -2.403 -0.531 0.780 0.0 0.1 0.1 -0.015
C -3.024 -1.870 0.896 0.0 0.0 0.1 0.019
C -2.085 -2.988 0.552 0.0 0.1 -0.1 -0.011
C -2.531 -4.300 0.630 -0.1 0.0 0.0 0.007
C -1.667 -5.329 0.325 0.0 -0.1 0.0 -0.002
C -0.371 -5.016 -0.059 0.0 -0.1 0.0 0.001
C -0.002 -3.693 -0.112 -0.2 0.1 0.0 -0.007
N -0.834 -2.679 0.187 0.2 -0.2 0.1 0.003
C -3.046 -0.403 4.351 0.0 0.1 0.0 -0.004
H -1.035 -2.092 6.486 0.0 0.0 0.0 0.000
H -3.769 0.479 2.061 0.0 0.0 0.0 -0.003
H -2.197 1.259 1.826 0.1 0.1 0.0 -0.006
H -2.807 -0.067 -0.025 -0.1 0.1 0.1 -0.010
H -3.346 -2.017 1.927 -0.1 0.0 0.0 0.001
H -3.913 -1.930 0.267 0.0 0.0 0.0 0.001
H -3.550 -4.495 0.938 0.0 0.0 0.0 0.000
H -1.994 -6.359 0.390 0.0 0.0 0.0 0.000
H 0.349 -5.782 -0.310 0.0 0.0 0.0 0.000
H 0.995 -3.419 -0.401 0.1 0.0 0.0 0.005
H -4.028 0.050 4.297 0.0 0.0 0.0 0.000
C 2.488 -1.416 1.276 0.3 0.0 -0.1 -0.019
N 1.992 -0.621 0.093 -0.1 0.0 0.4 0.014
C 2.710 0.708 0.169 0.1 -0.1 -0.1 -0.001
N 4.153 0.563 0.168 -0.1 -0.1 0.0 0.000
C 4.546 -0.249 1.325 0.0 0.0 -0.1 0.001
N 3.928 -1.577 1.268 -0.1 0.1 0.0 0.001
C 4.331 -2.230 0.024 0.0 0.1 0.0 -0.001
N 3.938 -1.445 -1.153 0.0 0.0 0.0 0.002
C 2.499 -1.272 -1.149 0.1 -0.1 0.0 0.021
C 4.567 -0.125 -1.050 -0.1 0.0 0.0 0.000
H 2.012 -2.395 1.266 0.0 0.0 0.0 0.002
H 2.180 -0.890 2.174 0.0 0.0 0.0 0.002
H 2.409 1.209 1.081 0.0 0.0 0.1 0.004
H 2.412 1.298 -0.698 0.1 0.0 0.0 -0.002
H 4.232 0.255 2.241 0.0 0.0 0.0 0.000
H 5.630 -0.358 1.332 0.0 0.0 0.0 0.000
H 3.867 -3.217 -0.031 0.0 0.0 0.0 0.000
H 5.414 -2.351 0.018 0.0 0.0 0.0 0.000
H 2.032 -2.243 -1.272 -0.1 0.0 0.0 -0.009
H 2.206 -0.651 -1.987 -0.1 0.0 0.0 -0.004
H 4.279 0.476 -1.916 0.0 0.0 0.0 0.000
H 5.650 -0.245 -1.050 0.0 0.0 0.0 0.000
C -2.297 -1.704 -4.153 0.0 0.0 0.0 0.008
C -2.575 -0.370 -3.438 0.0 0.0 0.1 0.025
C -3.405 0.545 -4.349 0.0 0.0 0.0 0.001
C -3.409 -0.766 -2.210 0.0 0.1 -0.1 -0.004
P -0.965 0.410 -2.846 -0.2 -0.1 -0.1 0.027
N -0.462 -0.355 -1.532 0.1 0.5 -0.4 0.045
C -1.169 2.197 -2.320 0.1 0.0 0.2 -0.009
C -2.407 2.329 -1.431 -0.1 0.0 -0.2 0.015
C 0.135 2.538 -1.512 -0.2 0.0 0.0 0.003
C -1.320 3.169 -3.498 0.1 0.0 0.0 -0.004
C 0.285 0.250 -4.257 0.0 -0.2 0.0 0.027
C 1.533 1.121 -4.039 -0.1 0.1 0.0 0.009
C 0.760 -1.227 -4.304 0.0 0.1 0.0 0.009
C -0.282 0.640 -5.633 0.0 0.0 0.0 0.003
H -3.255 -2.210 -4.292 0.0 0.0 0.0 0.000
H -1.660 -2.360 -3.558 0.0 0.0 0.0 -0.001
H -1.856 -1.584 -5.136 0.0 0.0 0.0 0.001
H -4.177 -0.058 -4.835 0.0 0.0 0.0 -0.001
H -2.819 1.012 -5.136 0.0 0.0 0.0 0.000
H -3.912 1.330 -3.788 0.0 0.0 0.0 0.000
H -4.248 -1.380 -2.546 0.0 0.0 0.0 0.000
H -3.828 0.090 -1.684 0.0 0.0 0.0 0.003
H -2.806 -1.364 -1.529 0.0 -0.1 -0.2 0.004
H -2.280 1.787 -0.499 0.0 -0.1 0.1 0.006
H -3.312 2.007 -1.942 0.0 0.0 0.0 0.001
H -2.546 3.378 -1.175 0.0 -0.1 0.0 -0.001
H 0.844 1.727 -1.616 0.1 -0.1 -0.2 0.005
H 1.247 3.038 0.146 0.0 0.1 -0.1 0.001
H 0.595 3.410 -1.975 0.0 0.0 0.0 -0.001
H -2.230 2.988 -4.067 0.0 0.0 0.0 0.001
H -0.473 3.134 -4.179 0.0 0.0 0.0 -0.001
H -1.376 4.183 -3.101 0.0 0.0 0.0 0.000
H 2.086 0.850 -3.143 0.0 0.1 0.0 -0.003
H 1.316 2.187 -4.007 0.0 0.0 0.0 0.000
H 2.194 0.950 -4.892 0.0 0.0 0.0 0.000
H 0.688 -1.716 -3.335 0.0 0.0 0.1 -0.006
H 1.809 -1.255 -4.610 0.0 0.0 0.0 0.001
H 0.199 -1.813 -5.026 0.0 0.0 0.0 -0.001
H -0.598 1.679 -5.682 0.0 0.0 0.0 0.000
H -1.113 0.019 -5.951 0.0 0.0 0.0 -0.001
H 0.515 0.511 -6.369 0.0 0.0 0.0 0.000
C 0.471 1.709 2.055 -0.5 0.0 -0.5 0.021
C 0.882 1.830 3.181 0.4 0.0 0.5 0.003
C 1.520 1.963 4.468 -0.1 0.0 -0.3 -0.011
C 2.733 2.649 4.574 0.1 0.0 0.0 0.002
C 3.373 2.759 5.800 -0.1 0.0 0.0 -0.001
C 2.815 2.183 6.934 0.0 0.0 0.0 0.002
C 1.609 1.505 6.837 0.0 0.0 0.0 -0.001
C 0.962 1.399 5.614 -0.1 0.0 0.1 -0.001
H 3.165 3.095 3.687 0.0 0.0 0.0 0.001
H 4.311 3.296 5.869 0.0 0.0 0.0 0.000
H 3.314 2.271 7.890 0.0 0.0 0.0 0.000
H 1.163 1.064 7.719 0.0 0.0 0.0 0.000
H 0.011 0.885 5.540 0.0 0.0 0.0 0.001
Cl -1.988 3.801 1.501 0.0 -0.1 0.0 0.000
C -0.498 4.084 0.584 0.1 -0.1 0.0 0.008
Cl -0.868 5.258 -0.715 0.1 0.1 0.1 0.000
Cl 0.646 4.909 1.669 0.0 0.0 0.0 0.000
C 0.194 2.764 0.010 0.2 -0.2 -0.1 0.008
N -0.023 1.553 0.805 -0.2 0.5 0.4 0.007
```
Positions in Å, forces in eV/Å.

Results
* ΔE to the lowest compared entry with this formula, charge and spin: 0.000 eV
* E_tot: -122559.7713 eV
* LUMO (spin up / spin down): -3.16 / -2.96 eV
* multiplicity: 2
* total charge: +1
* M: 1253.3 g/mol
* ⟨S²⟩: 0.75

***

A molecular structure, C41H56BN15STi, computed with ωB97M-V/def2-TZVPD.

Geometry as XYZ:
```
115
Properties=species:S:1:pos:R:3:forces:R:3:mulliken_charge:R:1
Ti -0.695 -1.219 0.083 0.0 -0.5 0.0 -1.421
C 0.894 -3.457 3.437 0.0 -0.1 0.0 -1.490
C 1.138 -2.673 2.321 0.0 0.0 0.0 -0.439
N 0.039 -2.589 1.561 0.0 -0.2 -0.1 1.956
N -0.921 -3.323 2.177 -0.1 0.2 0.0 0.012
C -0.426 -3.854 3.298 0.0 0.0 0.1 -0.483
B -2.207 -3.726 1.431 0.0 0.0 -0.1 -0.045
N -3.157 -2.513 1.086 0.1 -0.1 -0.1 0.403
C -4.493 -2.639 0.949 0.0 0.0 0.0 -0.569
C -4.937 -1.789 -0.041 0.0 -0.1 0.0 -1.273
C -3.787 -1.151 -0.498 0.0 -0.2 -0.1 -0.860
N -2.730 -1.585 0.179 -0.2 0.0 0.3 1.560
N -1.727 -4.211 0.058 -0.1 0.1 0.1 -0.476
C -2.126 -5.282 -0.641 0.0 -0.1 0.0 -0.265
C -1.799 -5.089 -1.964 0.0 0.1 0.0 -1.354
C -1.207 -3.830 -1.995 0.1 -0.1 0.0 -0.962
N -1.143 -3.302 -0.769 0.1 0.0 0.0 1.553
H 1.587 -3.731 4.212 0.0 0.0 0.0 0.586
H 2.056 -2.191 2.030 0.0 0.0 0.0 0.312
H -1.033 -4.502 3.910 0.0 0.0 0.0 0.552
H -2.811 -4.557 2.042 0.0 0.1 0.0 -0.098
H -5.034 -3.346 1.558 0.0 0.0 0.0 0.518
H -5.947 -1.647 -0.383 0.0 0.0 0.0 0.584
H -3.676 -0.400 -1.264 0.0 0.0 0.0 0.487
H -2.607 -6.110 -0.144 0.0 0.0 0.0 0.533
H -1.974 -5.749 -2.795 0.0 0.0 0.0 0.565
H -0.808 -3.320 -2.847 0.0 0.0 0.0 0.419
C -1.616 -2.077 -5.299 0.0 0.0 0.0 -1.438
C -0.694 -1.112 -4.540 0.1 -0.1 0.0 1.072
C -0.336 0.063 -5.456 0.0 0.0 0.0 -1.619
C 0.551 -1.834 -4.018 -0.1 0.0 -0.1 0.842
C 1.312 -2.534 -4.945 0.0 0.0 0.0 -0.183
C 2.373 -3.332 -4.558 0.0 0.0 0.0 -1.793
C 2.673 -3.454 -3.215 0.0 0.0 0.0 -0.442
C 1.963 -2.756 -2.243 0.1 0.0 0.0 0.752
C 2.371 -2.952 -0.798 0.0 -0.1 0.0 1.594
C 2.101 -4.386 -0.333 0.0 0.0 0.0 -1.425
C 3.843 -2.595 -0.570 0.0 0.0 0.0 -1.890
C 0.923 -1.921 -2.659 -0.2 0.2 0.0 -1.141
N 0.183 -1.103 -1.706 -0.2 0.4 0.2 1.946
C 0.118 0.201 -2.082 0.3 -0.2 -0.2 -1.739
C -0.622 1.130 -1.444 -0.1 0.3 0.1 0.734
C -0.760 2.488 -1.817 0.0 0.0 0.0 -1.769
C -1.657 3.014 -0.948 -0.1 0.1 0.1 -1.157
C -2.060 1.988 -0.039 -0.1 -0.1 0.0 -0.604
N -1.418 0.823 -0.332 0.1 0.1 -0.2 1.539
C -3.094 2.305 1.036 0.1 -0.1 0.0 2.934
C -4.052 1.153 1.332 0.0 0.1 0.0 -1.640
C -2.375 2.763 2.317 0.0 0.0 0.0 -1.193
C -3.975 3.476 0.562 0.0 0.1 0.0 -2.117
H -2.553 -1.578 -5.547 0.0 0.0 0.0 0.493
H -1.856 -2.967 -4.714 0.0 0.0 0.0 0.236
H -1.162 -2.406 -6.234 0.0 0.0 0.0 0.370
H -1.274 -0.735 -3.697 0.0 0.0 0.1 -0.217
H 0.147 -0.299 -6.365 0.0 0.0 0.0 0.375
H 0.347 0.777 -4.992 0.0 0.0 0.0 0.308
H -1.237 0.603 -5.751 0.0 0.0 0.0 0.450
H 1.053 -2.467 -5.994 0.0 0.0 0.0 0.451
H 2.950 -3.870 -5.298 0.0 0.0 0.0 0.405
H 3.483 -4.103 -2.908 0.0 0.0 0.0 0.474
H 1.760 -2.282 -0.192 0.0 0.0 0.0 -0.528
H 2.688 -5.091 -0.924 0.0 0.0 0.0 0.464
H 1.050 -4.657 -0.435 0.0 0.0 0.0 0.151
H 2.390 -4.515 0.712 0.0 0.0 0.0 0.375
H 4.493 -3.356 -1.003 0.0 0.0 0.0 0.534
H 4.072 -2.549 0.498 0.0 0.0 0.0 0.349
H 4.113 -1.640 -1.022 0.0 0.0 0.0 0.363
H 0.711 0.537 -2.924 0.0 -0.2 -0.1 0.313
H -0.263 2.969 -2.645 0.0 0.0 0.0 0.662
H -2.016 4.027 -0.932 0.0 0.0 0.0 0.535
H -3.539 0.221 1.526 0.0 0.0 0.1 -0.078
H -4.731 0.994 0.495 0.0 0.0 0.0 0.452
H -4.660 1.413 2.200 0.0 0.0 0.0 0.536
H -1.650 2.039 2.677 0.0 0.0 0.0 0.035
H -3.123 2.940 3.093 0.0 0.0 0.0 0.617
H -1.829 3.690 2.144 0.0 0.0 0.0 0.299
H -4.389 3.298 -0.432 0.0 0.0 0.0 0.439
H -3.436 4.421 0.553 0.0 0.0 0.0 0.456
H -4.808 3.587 1.258 0.0 0.0 0.0 0.444
N -1.378 0.078 4.386 0.1 0.1 0.1 0.226
C -1.953 -0.483 3.323 -0.1 -0.1 -0.1 -1.053
N -1.118 -0.420 2.301 0.2 0.2 -0.2 1.527
C -0.020 0.186 2.835 0.2 0.0 -0.1 -0.180
N -0.137 0.513 4.096 -0.2 -0.1 0.0 -0.637
C 1.200 0.337 2.055 -0.1 -0.2 0.4 -1.029
C 2.401 0.698 2.664 0.0 0.2 0.0 -0.336
N 3.520 0.817 1.981 -0.1 0.0 -0.1 -0.573
C 3.423 0.608 0.664 0.1 0.1 0.2 -1.541
C 2.268 0.146 0.072 -0.1 0.0 0.0 -0.693
N 1.146 -0.051 0.784 0.0 0.0 -0.1 2.395
H -1.755 0.204 5.313 0.0 0.0 0.0 0.256
H -2.939 -0.914 3.327 0.0 0.0 0.0 0.523
H 2.419 0.871 3.733 0.0 0.0 0.0 0.662
H 4.315 0.759 0.069 0.0 0.0 0.0 0.588
H 2.258 -0.120 -0.972 0.0 0.0 0.0 0.457
C 2.320 5.252 -0.800 0.0 0.0 0.0 -1.068
N 2.533 5.526 0.612 0.1 0.1 0.0 0.129
C 2.808 6.934 0.909 -0.1 -0.1 0.0 -1.245
C 2.145 4.642 1.554 0.0 -0.1 0.1 -0.133
S 1.087 3.366 1.175 -0.1 0.1 -0.1 0.071
N 2.632 4.818 2.803 0.0 0.1 0.1 0.219
C 2.018 4.189 3.960 0.0 0.0 0.0 -0.941
C 3.953 5.384 3.076 -0.1 -0.1 0.0 -1.223
H 3.034 5.843 -1.370 0.0 0.0 0.0 0.438
H 1.305 5.518 -1.106 0.0 0.0 0.0 0.325
H 2.478 4.196 -1.004 0.0 0.0 0.0 0.286
H 2.221 7.546 0.224 0.0 0.0 0.0 0.442
H 3.860 7.189 0.779 0.0 0.0 0.0 0.332
H 2.501 7.174 1.922 0.0 0.0 0.0 0.400
H 0.989 3.922 3.740 0.0 0.0 0.0 0.210
H 2.044 4.893 4.792 0.0 0.0 0.0 0.418
H 2.568 3.289 4.251 0.0 0.0 0.0 0.283
H 4.520 5.486 2.158 0.0 0.0 0.0 0.389
H 4.487 4.692 3.729 0.0 0.0 0.0 0.399
H 3.894 6.350 3.578 0.0 0.0 0.0 0.344
```
Positions in Å, forces in eV/Å.

Results
* ΔE to the lowest compared entry with this formula, charge and spin: 0.000 eV
* E_tot: -100395.9675 eV
* LUMO: -6.85 eV
* multiplicity: 1
* total charge: +2
* M: 849.8 g/mol

***

Per-record maximum force, eV/Å: 0.72 0.52